{"formula": "C4H7ClS", "method": "ωB97M-V/def2-TZVPD", "elements": ["C", "C", "C", "C", "H", "H", "H", "H", "H", "H", "H", "S", "Cl"], "coordinates": [[0.002464, -1.138863, -0.981501], [-0.263675, 0.238487, -0.371178], [0.741078, 0.434832, 0.867055], [-0.689186, 0.282253, 1.125106], [0.576303, -1.111441, -1.938314], [-0.962562, -1.630780, -1.154883], [0.401963, -1.706806, -0.160565], [0.627220, 1.972888, -1.787573], [1.105633, 1.328750, 1.090916], [1.292979, -0.478282, 1.234922], [-1.178182, 1.209379, 1.155504], [-0.670909, 1.600362, -1.456020], [-0.983125, -1.000779, 2.376530]], "atomic_forces_ev_per_a": [[-1.42, 0.44, -0.38], [2.39, -2.10, 1.68], [-1.58, -3.56, -1.33], [0.62, -0.51, -0.66], [-0.17, -0.10, 1.07], [0.06, 0.11, -0.47], [0.79, -0.59, -0.23], [-1.03, -0.41, 0.38], [1.92, 3.67, 0.68], [-0.30, 1.31, -1.01], [-1.21, 0.83, 1.43], [0.73, 0.23, 0.14], [-0.80, 0.67, -1.29]], "nbo_charge": [-0.6186, -0.1850, -0.4104, -0.2037, 0.2252, 0.2107, 0.2160, 0.1398, 0.2076, 0.2265, 0.2277, 0.0097, -0.0456], "homo_lumo_gap_ha": 0.373, "largest_force_ha_per_bohr": 0.082, "relative_energy_kcal_mol": 35.9, "spin_multiplicity": 1, "total_energy_ev": -27617.1530, "smiles": "C[C@]1(S)C[C@@H]1Cl"}



{"formula": "C4H7ClS", "method": "ωB97M-V/def2-TZVPD", "elements": ["C", "C", "C", "C", "H", "H", "H", "H", "H", "H", "H", "S", "Cl"], "coordinates": [[-1.122881, -0.385805, 0.733087], [-0.649314, 0.761723, -0.093772], [0.880730, 0.666548, -0.193546], [1.294966, -0.654264, -0.689262], [-1.836608, -0.073999, 1.401069], [-0.347842, -0.984085, 1.114948], [-1.122676, 0.787490, -1.094911], [-0.908467, 1.640226, 0.484984], [1.446435, 1.369539, -0.770086], [1.226863, 0.746361, 0.794512], [0.832289, -0.910604, -1.622004], [2.428359, -1.445290, 0.161470], [-2.121856, -1.517842, -0.226490]], "atomic_forces_ev_per_a": [[-0.76, -0.74, -2.02], [0.75, 0.82, -1.01], [-1.14, -0.27, -0.13], [1.35, 0.08, 1.04], [-1.06, 0.72, 2.16], [0.86, -0.49, 0.93], [0.08, 0.09, 0.67], [-0.04, 0.55, -0.37], [-0.26, 0.98, -0.63], [0.77, 0.27, 1.35], [0.05, -0.82, -0.53], [-0.45, -0.54, -0.91], [-0.15, -0.63, -0.56]], "nbo_charge": [-0.3523, -0.4234, -0.4910, -0.2294, 0.2161, 0.2206, 0.2270, 0.2217, 0.2405, 0.2159, 0.1988, 0.0499, -0.0944], "homo_lumo_gap_ha": 0.311, "largest_force_ha_per_bohr": 0.049, "relative_energy_kcal_mol": 17.0, "spin_multiplicity": 1, "total_energy_ev": -27617.9709, "smiles": "S=CCCCCl"}



{"formula": "C4H7Cu6NO4", "method": "ωB97M-V/def2-TZVPD", "elements": ["Cu", "Cu", "Cu", "Cu", "Cu", "Cu", "C", "O", "O", "O", "C", "O", "N", "C", "C", "H", "H", "H", "H", "H", "H", "H"], "coordinates": [[-2.397073, -4.718193, 1.305518], [-0.159778, -5.133533, -0.999998], [-2.129849, -2.090273, -1.662601], [1.820799, -3.159198, 3.169150], [2.302228, -2.758438, -0.400589], [-1.847941, -1.353354, 2.738833], [-0.333475, -2.523604, 0.508784], [-1.592667, -2.565661, 0.797279], [-0.002402, -2.838667, -0.720829], [0.557319, -2.087073, 1.334507], [-0.361015, 1.115730, -0.128666], [-1.538705, 0.811570, -0.363892], [0.207617, 2.274737, -0.442936], [1.581176, 2.540791, -0.036067], [-0.501577, 3.357277, -1.138434], [0.372782, 0.362375, 0.212139], [1.610136, 3.460987, 0.546113], [2.172437, 2.792704, -0.926453], [2.076329, 1.643968, 0.326480], [-1.376365, 3.003512, -1.673634], [-0.725802, 4.255078, -0.566598], [0.265823, 3.609266, -1.878115]], "atomic_forces_ev_per_a": [[-0.32, 0.80, 0.01], [0.22, 0.77, -0.52], [0.21, 0.87, 0.21], [-0.06, 0.51, -0.09], [-0.53, 0.59, -0.21], [-0.10, 0.31, -0.71], [1.00, 0.94, 0.56], [-0.59, -0.96, 1.15], [0.53, -1.56, 0.17], [-0.44, -1.57, -0.49], [0.37, 0.74, -1.24], [-0.30, -1.23, 0.30], [-0.62, -0.70, 1.20], [0.32, 0.68, -1.53], [1.09, -0.18, -1.05], [0.00, 0.16, 0.40], [0.19, -0.48, 0.67], [-0.22, 0.02, -0.08], [-0.23, 0.19, 0.76], [-0.07, -0.18, 0.28], [0.04, -0.29, 0.45], [-0.49, 0.57, -0.22]], "nbo_charge": [0.9789, 0.9698, 0.9716, 0.9917, 0.9753, 0.9862, 0.9470, -0.9818, -0.9957, -0.8819, 0.5131, -0.7178, -0.3593, -0.4194, -0.4318, 0.0662, 0.2484, 0.2288, 0.1911, 0.2458, 0.2486, 0.2252], "homo_lumo_gap_ha": 0.095, "largest_force_ha_per_bohr": 0.033, "spin_multiplicity": 1, "total_energy_ev": -281728.6789, "charge": 4}



{"formula": "C4H7CuO", "method": "ωB97M-V/def2-TZVPD", "elements": ["O", "C", "C", "H", "H", "H", "H", "H", "C", "C", "H", "H", "Cu"], "coordinates": [[3.788626, -0.175305, 0.368431], [2.563993, 0.238660, -0.202003], [1.483856, -0.726687, 0.195153], [4.449527, 0.507680, 0.232181], [2.637372, 0.287548, -1.303488], [2.297243, 1.254879, 0.148331], [1.818162, -1.556826, 0.827070], [0.929506, -1.128077, -0.661922], [-0.043809, 0.344413, 2.612336], [-0.103200, -0.053704, 1.376418], [0.208329, 1.310230, 1.607105], [-0.783792, 0.835509, 3.252516], [-1.904966, -2.073146, 1.804897]], "atomic_forces_ev_per_a": [[-0.40, -0.20, 0.14], [0.00, 0.87, 0.32], [-1.52, -0.60, 0.28], [0.11, 0.08, -0.03], [-0.16, -0.11, 0.34], [0.06, -0.20, -0.21], [-0.08, 0.48, 0.13], [-0.20, 0.40, 0.50], [-0.28, 1.68, -1.93], [1.88, -0.86, -0.08], [-0.30, -1.70, 0.62], [0.38, -0.47, 0.26], [0.52, 0.64, -0.34]], "lowdin_spin": [0.0045, 0.0230, 0.1819, 0.0007, 0.0042, 0.0054, 0.0047, 0.0050, 0.2955, 0.1654, 0.0223, 0.0288, 0.2586], "homo_lumo_gap_ha": [0.203, 0.283], "largest_force_ha_per_bohr": 0.050, "relative_energy_kcal_mol": 110.1, "s2": 0.76, "spin_multiplicity": 2, "total_energy_ev": -50933.2228, "charge": 1}



{"formula": "C4H7EuO3", "method": "ωB97M-V/def2-TZVPD", "elements": ["H", "O", "C", "C", "O", "C", "C", "O", "Eu", "H", "H", "H", "H", "H", "H"], "coordinates": [[3.688945, 2.375785, -0.652242], [0.130003, 1.971241, 0.344876], [-1.061373, 1.889089, -0.040852], [-1.658074, 0.701830, -0.537262], [-1.045963, -0.445449, -0.620128], [-0.510643, -1.173385, 0.511081], [0.821375, -1.787619, 0.108667], [1.818490, -0.911412, -0.229201], [2.116431, 1.175195, -0.350759], [-1.691493, 2.790490, -0.096763], [-2.723470, 0.684584, -0.774101], [-1.245029, -1.957553, 0.731874], [-0.405486, -0.494330, 1.366054], [0.627516, -2.449677, -0.761164], [1.138767, -2.368789, 0.999914]], "atomic_forces_ev_per_a": [[1.31, 0.83, -0.23], [-2.32, 0.53, 0.30], [0.41, 0.31, -0.09], [-0.39, -0.09, 0.77], [-0.35, -0.04, -0.58], [0.57, -0.03, 0.36], [0.51, -0.50, -0.12], [-0.50, -1.12, 0.28], [0.76, 0.36, -0.50], [0.09, -0.13, 0.20], [0.22, 0.28, -0.43], [0.13, 0.15, 0.04], [-0.03, -0.04, -0.17], [-0.11, -0.20, 0.53], [-0.32, -0.32, -0.35]], "lowdin_spin": [-0.0120, 0.2282, 0.1598, 0.3792, 0.1738, 0.0265, 0.0001, -0.0158, 7.0311, 0.0039, 0.0189, 0.0041, 0.0024, 0.0000, 0.0000], "homo_lumo_gap_ha": [0.237, 0.153], "largest_force_ha_per_bohr": 0.047, "relative_energy_kcal_mol": 0.0, "s2": 20.02, "spin_multiplicity": 9, "total_energy_ev": -29728.3754}



{"formula": "C4H7F2N", "method": "ωB97M-V/def2-TZVPD", "elements": ["C", "C", "C", "C", "N", "F", "F", "H", "H", "H", "H", "H", "H", "H"], "coordinates": [[0.088622, 0.389446, -0.239282], [0.783209, 1.582255, 0.404305], [0.005502, -0.935502, 0.589600], [-1.345795, -1.073791, -3.158414], [-0.252907, 0.503140, -1.428132], [-1.950701, -0.132216, -3.890183], [-2.207370, -1.742089, -2.456448], [1.366520, 1.232362, 1.340031], [0.123060, 2.303166, 0.797001], [1.405639, 2.050532, -0.435412], [-1.043449, -1.312668, 0.764148], [0.477633, -0.783917, 1.569310], [0.532709, -1.722268, 0.063792], [-0.749747, -1.741526, -3.658665]], "atomic_forces_ev_per_a": [[-0.02, -1.14, 0.82], [2.24, -0.85, -0.06], [-0.97, 0.41, 0.11], [-0.82, 2.04, 0.67], [-0.22, 0.09, -0.51], [0.42, -0.33, 0.23], [-1.41, -0.58, 1.17], [-0.41, 0.56, -1.85], [-1.12, 0.88, 0.16], [-0.57, -0.48, 1.67], [0.99, 0.66, -0.34], [-0.16, -0.07, -0.31], [0.14, -0.08, -0.13], [1.90, -1.08, -1.63]], "nbo_charge": [0.1608, -0.6567, -0.6639, 0.6234, -0.2730, -0.3348, -0.3314, 0.2166, 0.2309, 0.2434, 0.2383, 0.2152, 0.2324, 0.0988], "homo_lumo_gap_ha": [0.372, 0.306], "largest_force_ha_per_bohr": 0.053, "relative_energy_kcal_mol": 81.5, "spin_multiplicity": 1, "total_energy_ev": -11182.3641}